C21H27MnN5O3PSTe | ωB97M-V with the def2-TZVPD basis set

```
! RIJCOSX wB97M-V def2-TZVPD def2/J DEFGRID3
* xyz -1 2
Mn -0.22624 -0.32652 0.43695
C 0.31992 0.51202 5.99925
C 0.29917 -0.95133 5.57445
N 1.19707 -1.23326 4.47854
C 0.86952 -0.99722 3.16176
S -0.74854 -0.85393 2.68448
N 1.94186 -0.93899 2.37520
N 1.59917 -0.71628 1.07165
C 2.55507 -0.74892 0.18801
C 3.98651 -1.04058 0.48557
C 2.09219 -0.54263 -1.17732
C 2.92516 -0.62718 -2.29418
C 2.35967 -0.55203 -3.55117
C 0.98364 -0.39878 -3.65551
C 0.22155 -0.27911 -2.50901
N 0.75524 -0.31986 -1.27689
H -0.37931 0.69922 6.81665
H 0.03719 1.14528 5.15759
H 1.31641 0.80905 6.33422
H -0.70370 -1.22958 5.25276
H 0.56099 -1.60596 6.41059
H 2.18315 -1.08971 4.63962
H 4.08564 -1.37185 1.51582
H 4.61012 -0.15291 0.34810
H 4.36394 -1.81844 -0.18067
H 3.98783 -0.77817 -2.17535
H 2.98290 -0.62964 -4.43329
H 0.49116 -0.36572 -4.61820
H -0.84607 -0.15241 -2.54100
C -4.72483 4.22266 -1.01016
C -3.22367 4.05207 -0.97788
O -2.93383 2.80287 -0.36024
P -1.54584 2.00709 -0.50771
O -1.85266 0.54204 -0.65666
Te -0.07553 2.37769 1.27096
O -0.95982 2.53233 -1.91550
C -0.13481 3.70110 -2.03991
C 1.30403 3.30521 -2.27166
H -4.98942 5.16811 -1.48701
H -5.13436 4.22102 -0.00058
H -5.18876 3.40965 -1.56773
H -2.75432 4.84994 -0.39112
H -2.80272 4.07270 -1.98549
H -0.22864 4.30733 -1.13579
H -0.54230 4.26562 -2.88299
H 1.70628 2.82464 -1.37931
H 1.90246 4.19064 -2.49636
H 1.37895 2.61575 -3.11035
N -1.66428 -7.23817 -1.95247
C -1.46893 -6.17168 -1.56212
C -1.22493 -4.84503 -1.08038
C -0.24952 -4.61380 -0.11109
C -0.02206 -3.32444 0.33909
C -0.72146 -2.20196 -0.14610
C -1.70770 -2.49209 -1.10934
C -1.96548 -3.76790 -1.57317
H 0.31771 -5.44871 0.28351
H 0.73078 -3.18875 1.11022
H -2.30913 -1.67581 -1.49735
H -2.73641 -3.94470 -2.31389
*
```

Calculated values
Frontier orbital gap (spin up / spin down) in Eh: 0.24310 / 0.21557
Maximum force in hartree/bohr: 0.015
Relative energy (zero: lowest compared OMol25 entry of this formula, charge and spin) in kcal per mole: 0.0
Total energy in eV: -94549.9855


C21H27N2O25PS5 | ωB97M-V with the def2-TZVPD basis set

```
! RIJCOSX wB97M-V def2-TZVPD def2/J DEFGRID3
* xyz 0 1
N 7.33553 -0.66561 -0.68929
C 7.12536 0.75357 -0.88736
C 8.16807 1.76405 -0.58323
C 7.93837 3.20683 -0.79398
N 9.00819 4.17884 -0.52796
C 8.53017 4.97358 0.33086
O 8.07382 5.72931 1.10277
C 6.63061 3.70846 -1.28076
C 5.56167 2.74266 -1.56342
C 5.82127 1.27683 -1.37657
C 4.60000 0.34187 -1.70322
O 4.71061 -0.73269 -2.24918
C 3.20970 0.95721 -1.30030
C 2.96742 2.31279 -1.44411
P 1.38609 3.18885 -0.95168
O 0.86482 2.47914 0.51116
O 0.19799 3.06618 -2.14878
C 4.13040 3.19093 -2.03656
O 3.93275 4.09846 -2.81045
H 8.33378 -0.87757 -0.72029
H 7.03835 -0.90915 0.26351
H 9.14711 1.41068 -0.18859
H 6.51764 4.80714 -1.39724
H 2.38723 0.35274 -0.85352
H 1.67264 2.36753 1.05291
H -0.58376 3.51007 -1.77015
C -0.60793 -1.40537 2.77579
C -0.09773 -1.45751 4.20213
O 1.32138 -1.31511 4.08810
S 1.65847 -0.37336 2.81906
O 1.87733 0.95729 3.28838
O 2.59052 -1.05700 1.98551
O 0.20426 -0.42692 2.12073
H -0.46252 -2.36281 2.26944
H -1.65871 -1.12557 2.72549
H -0.35272 -2.38980 4.70173
H -0.47647 -0.61648 4.78872
C -4.43504 1.45474 0.84093
C -4.92078 1.86473 2.21642
O -5.75643 0.78613 2.64786
S -5.19353 -0.59820 2.03666
O -4.38919 -1.23399 3.03361
O -6.25964 -1.26239 1.36667
O -4.20637 0.04290 0.93004
H -5.19947 1.62841 0.08554
H -3.51932 1.97113 0.55555
H -5.47682 2.79957 2.19897
H -4.08857 1.94961 2.92101
C -8.01633 1.13125 -2.84441
C -8.37990 -0.15192 -2.12272
O -8.13641 0.12381 -0.73844
S -8.43615 1.68103 -0.44965
O -9.75093 1.79814 0.08449
O -7.29288 2.24671 0.19334
O -8.46713 2.18274 -1.98574
H -6.93336 1.22746 -2.96130
H -8.49282 1.20495 -3.82041
H -7.78414 -0.99950 -2.45596
H -9.43908 -0.38515 -2.24013
C 11.94131 -1.45466 2.45752
C 10.71947 -0.73571 2.99921
O 9.74128 -0.84347 1.96134
S 9.95332 -2.24156 1.17684
O 9.03926 -3.19563 1.70719
O 10.05439 -1.96208 -0.21815
O 11.42629 -2.58197 1.74357
H 12.49024 -0.82593 1.75204
H 12.61308 -1.78091 3.24952
H 10.91972 0.30840 3.23160
H 10.32684 -1.23658 3.88781
C -9.31635 -4.95556 -3.37145
C -10.53036 -5.29848 -2.52855
O -11.20947 -4.05438 -2.34116
S -10.98994 -3.12821 -3.64615
O -12.12775 -3.26163 -4.49148
O -10.49389 -1.86068 -3.21822
O -9.77258 -3.96700 -4.29900
H -8.52438 -4.51247 -2.76239
H -8.92331 -5.82152 -3.90128
H -10.26062 -5.73710 -1.56993
H -11.20394 -5.97506 -3.06088
*
```

Calculated values
Frontier orbital gap in Eh: 0.26284
Maximum force in hartree/bohr: 0.064
Total energy in eV: -139840.1879


C21H27N2O4 | ωB97M-V with the def2-TZVPD basis set

```
! RIJCOSX wB97M-V def2-TZVPD def2/J DEFGRID3
* xyz 1 1
C 5.31426 6.25388 -3.24361
O 5.38678 4.86270 -3.47020
C 4.32807 4.08797 -3.17765
C 3.13005 4.54078 -2.62153
C 2.11027 3.64978 -2.35073
C 2.25402 2.29304 -2.63352
C 1.15755 1.33072 -2.44422
O 0.91683 0.42065 -3.20775
N 0.33257 1.54185 -1.33478
C 0.86241 1.91789 -0.05112
C 1.21498 0.66380 0.76646
N 0.03023 -0.21410 0.90142
C 0.28993 -1.41929 1.75124
C -1.00228 -2.10849 2.08329
C -1.84384 -1.59154 3.05645
C -3.04161 -2.22391 3.34037
C -3.44118 -3.37547 2.67002
O -4.60910 -4.01529 2.92015
C -5.45148 -3.54918 3.95155
C -2.58871 -3.90880 1.67175
O -2.79663 -4.99821 0.90707
C -3.89528 -5.86938 1.10398
C -1.39008 -3.25425 1.40257
C -0.48595 -0.58335 -0.44018
C -0.82626 0.68496 -1.22055
C 3.44161 1.84825 -3.22204
C 4.46706 2.72524 -3.47462
H 5.17278 6.47966 -2.18253
H 6.27171 6.65344 -3.57191
H 4.51164 6.71224 -3.82812
H 2.97996 5.58741 -2.41092
H 1.17567 4.02191 -1.95664
H 1.76373 2.51702 -0.18246
H 0.11899 2.51833 0.48673
H 1.57172 0.94689 1.75833
H 1.99770 0.09893 0.25473
H -0.71271 0.32052 1.37026
H 0.95976 -2.08346 1.20387
H 0.78805 -1.08284 2.66343
H -1.56807 -0.71042 3.61740
H -3.67347 -1.80723 4.10668
H -4.94412 -3.56167 4.92008
H -6.28791 -4.24512 3.97437
H -5.82553 -2.54314 3.74104
H -3.89976 -6.28750 2.11140
H -4.84558 -5.37068 0.90961
H -3.74805 -6.66885 0.37923
H -0.75683 -3.69401 0.64810
H -1.36146 -1.22273 -0.31949
H 0.29091 -1.13548 -0.97313
H -1.14044 0.40933 -2.22897
H -1.63276 1.24041 -0.73089
H 3.53900 0.80348 -3.47420
H 5.39080 2.39331 -3.91980
*
```

Calculated values
Frontier orbital gap in Eh: 0.31703
Maximum force in hartree/bohr: 0.019
Relative energy (zero: lowest compared OMol25 entry of this formula, charge and spin) in kcal per mole: 14.2
Total energy in eV: -33378.6593
Structure (SMILES): COc1ccc(C(=O)N2CC[NH+](Cc3ccc(OC)c(OC)c3)CC2)cc1


C21H27N3O2 | ωB97M-V with the def2-TZVPD basis set

```
! RIJCOSX wB97M-V def2-TZVPD def2/J DEFGRID3
* xyz 0 1
C -3.38981 -2.56248 -0.23828
O -2.37343 -2.70683 0.72130
C -1.08309 -2.46726 0.32916
C -0.68669 -2.10121 -0.94715
C 0.64649 -1.85320 -1.22420
C 1.64111 -1.94791 -0.24853
N 2.98949 -1.68198 -0.53634
C 3.83234 -1.24989 0.56646
C 3.40999 0.14248 1.03599
N 3.44762 1.09898 -0.06725
C 2.99991 2.42286 0.35570
C 1.58425 2.36122 0.93705
O 1.38517 2.18338 2.12000
N 0.60473 2.39572 -0.01121
C -0.72864 1.96952 0.09026
C -1.22888 1.34212 1.22298
C -2.54164 0.89380 1.25033
C -3.06646 0.18373 2.45918
C -3.34767 1.08341 0.13620
C -2.85982 1.70094 -1.00798
C -3.74847 1.91088 -2.19790
C -1.54529 2.13802 -1.02438
C 2.76777 0.62875 -1.26608
C 3.25621 -0.77311 -1.63654
C 1.22475 -2.36371 1.02251
C -0.09982 -2.61402 1.30365
H -3.41804 -1.54355 -0.63834
H -3.26984 -3.27533 -1.06129
H -4.32220 -2.77256 0.28412
H -1.40355 -1.99188 -1.74584
H 0.88923 -1.57868 -2.23815
H 3.78717 -1.95605 1.39344
H 4.86266 -1.22791 0.20306
H 4.09316 0.50689 1.80709
H 2.40640 0.06121 1.47933
H 3.06222 3.09995 -0.49973
H 3.67866 2.76800 1.13929
H 0.87178 2.70369 -0.93612
H -0.59474 1.20505 2.08237
H -2.55234 0.51808 3.35649
H -4.13510 0.35022 2.57602
H -2.89895 -0.88830 2.35224
H -4.37534 0.74765 0.15912
H -4.46177 1.09555 -2.29865
H -4.31304 2.83644 -2.08047
H -3.16550 1.98526 -3.11307
H -1.14968 2.61599 -1.91114
H 2.99081 1.33310 -2.07401
H 1.67523 0.56448 -1.13666
H 2.77877 -1.11522 -2.55363
H 4.33513 -0.76107 -1.80627
H 1.93564 -2.49582 1.82122
H -0.39689 -2.91939 2.29465
*
```

Calculated values
Frontier orbital gap in Eh: 0.29011
Maximum force in hartree/bohr: 0.009
Relative energy (zero: lowest compared OMol25 entry of this formula, charge and spin) in kcal per mole: 43.1
Total energy in eV: -30780.6919
Structure (SMILES): COc1ccc(N2CCN(CC(=O)Nc3cc(C)cc(C)c3)CC2)cc1